[1]
{"formula": "C5H6NO4P", "method": "ωB97M-V/def2-TZVPD", "gap_ev": 10.09, "e_lumo_ev": 0.4, "relative_energy_kcal_mol": 0.0, "total_charge": 0, "spin_multiplicity": 1, "e_homo_ev": -9.716, "symbols": ["O", "P", "O", "O", "O", "C", "C", "C", "C", "N", "C", "H", "H", "H", "H", "H", "H"], "positions_angstrom": [[1.94035, -1.37087, -0.90287], [2.17782, -0.13427, -0.17116], [3.31607, -0.17200, 0.94484], [2.55427, 1.08267, -1.13360], [1.00329, 0.45802, 0.73112], [-0.32723, 0.16736, 0.44437], [-0.86478, 0.31243, -0.81675], [-2.20570, 0.01019, -0.97228], [-2.93979, -0.40172, 0.13009], [-2.41094, -0.53156, 1.34455], [-1.11921, -0.26550, 1.49251], [3.98193, -0.82522, 0.67808], [2.51250, 1.93861, -0.68779], [-0.25051, 0.62834, -1.65352], [-2.68253, 0.09888, -1.94314], [-3.99840, -0.62537, 0.03032], [-0.68714, -0.36997, 2.48525]], "lowdin_charge": [-0.2121, 0.3251, -0.0888, -0.0911, -0.1041, -0.2751, -0.0050, -0.0528, -0.1487, 0.0687, -0.0711, 0.0986, 0.0942, 0.1225, 0.1081, 0.1051, 0.1266]}



[2]
{"formula": "C4H10NO3", "method": "ωB97M-V/def2-TZVPD", "gap_ev": 3.92, "e_lumo_ev": 0.0, "relative_energy_kcal_mol": 207.2, "total_charge": -1, "spin_multiplicity": 1, "e_homo_ev": -3.968, "symbols": ["O", "C", "N", "C", "C", "C", "O", "H", "H", "H", "H", "H", "H", "H", "H", "H", "H", "O"], "positions_angstrom": [[1.03503, -1.54926, 1.02566], [1.13761, -0.25412, 1.21124], [2.16791, 0.46606, 0.45826], [-0.27441, 0.35115, 0.88554], [-0.67627, 0.04450, -0.56993], [-1.99658, -0.87341, -0.55259], [-3.09499, -0.27401, -0.21811], [1.34662, 0.00591, 2.25313], [1.76823, 1.07235, -0.32214], [-1.03863, -0.18017, 1.45581], [-0.38302, 1.38626, 1.22907], [0.11446, -0.55455, -1.01118], [-0.76639, 0.88797, -1.24895], [-1.72829, -1.81928, -0.02003], [-1.91211, -1.17756, -1.62140], [1.45040, 2.60524, -1.84625], [2.79440, -0.18725, 0.00071], [1.36838, 1.64146, -1.78231]], "lowdin_charge": [-0.0535, -0.5793, 0.0891, -0.1022, -0.1458, -0.4402, -0.1325, 0.1529, 0.0064, 0.1032, 0.1154, 0.0986, 0.0886, 0.1059, 0.1296, -0.0935, 0.0738, -0.4164]}



[3]
{"formula": "C19H37BrIN4O4", "method": "ωB97M-V/def2-TZVPD", "gap_ev": 7.46, "e_lumo_ev": -4.5, "total_charge": 1, "spin_multiplicity": 1, "e_homo_ev": -11.964, "symbols": ["H", "N", "C", "C", "C", "N", "C", "N", "C", "O", "C", "C", "Br", "C", "C", "N", "I", "C", "C", "O", "C", "C", "C", "O", "C", "C", "C", "O", "C", "C", "H", "H", "H", "H", "H", "H", "H", "H", "H", "H", "H", "H", "H", "H", "H", "H", "H", "H", "H", "H", "H", "H", "H", "H", "H", "H", "H", "H", "H", "H", "H", "H", "H", "H", "H", "H"], "positions_angstrom": [[-0.59318, 0.60161, -4.30592], [-0.50547, -0.09109, -3.55939], [0.69397, -0.24740, -3.20277], [1.88456, 0.46555, -3.77949], [0.90913, -1.26330, -2.08428], [0.74266, -0.72528, -0.70591], [0.86568, 0.64622, -0.50546], [2.08396, 1.12798, -0.28586], [3.25434, 0.21853, -0.31579], [3.25987, -0.57619, 0.82141], [3.77018, -1.88875, 0.60098], [2.37092, 2.47716, 0.21243], [3.38873, 3.46655, -1.12632], [3.09635, 2.44858, 1.55475], [2.67159, 3.62449, 2.44753], [-0.26718, 1.39770, -0.40562], [-0.51678, 3.01451, -1.69167], [-1.50308, 0.55934, -0.33670], [-2.69039, 1.37152, 0.19051], [-3.47554, 1.91139, -0.82940], [-4.39522, 0.98793, -1.41692], [-5.44376, 1.73403, -2.24995], [-5.57548, 3.21744, -1.92686], [-1.22256, -0.43963, 0.58867], [-0.27744, -1.38958, 0.14379], [0.33413, -2.06721, 1.35792], [-0.56617, -2.15221, 2.59268], [0.17374, -2.69082, 3.66438], [-0.21060, -4.00000, 4.06632], [0.09905, -5.06769, 3.03060], [2.05176, 1.41630, -3.26515], [2.79825, -0.12522, -3.69436], [1.71672, 0.68967, -4.83366], [0.10862, -1.99155, -2.19724], [1.86398, -1.78321, -2.19510], [4.12097, 0.88511, -0.34088], [3.24173, -0.36637, -1.23678], [3.77859, -2.38414, 1.56805], [4.78868, -1.85670, 0.20285], [3.12310, -2.44251, -0.08818], [1.43340, 3.01258, 0.30412], [4.17480, 2.47294, 1.38992], [2.87140, 1.49072, 2.02713], [2.18486, 4.41596, 1.87194], [1.97891, 3.30315, 3.22423], [3.53148, 4.07548, 2.93968], [-1.71330, 0.15262, -1.33768], [-3.26138, 0.70772, 0.85051], [-2.31336, 2.21011, 0.78300], [-3.84772, 0.27233, -2.04403], [-4.86939, 0.41717, -0.60664], [-5.21621, 1.60426, -3.31092], [-6.40788, 1.24747, -2.08101], [-6.36597, 3.65909, -2.53450], [-4.64906, 3.75559, -2.13003], [-5.82828, 3.37912, -0.87740], [-0.77569, -2.10947, -0.51611], [0.62282, -3.07983, 1.06165], [1.24509, -1.53774, 1.64365], [-1.45832, -2.75792, 2.38839], [-0.90658, -1.15401, 2.87235], [0.34399, -4.18977, 4.98475], [-1.28068, -4.00649, 4.31512], [-0.56711, -5.02637, 2.16455], [1.12975, -4.96581, 2.68244], [-0.00401, -6.06165, 3.47168]], "lowdin_charge": [0.0691, 0.1607, -0.4198, -0.0282, -0.0745, 0.0196, -0.3098, 0.0082, -0.1814, -0.1622, -0.0580, -0.6858, 0.7540, -0.2537, -0.0724, -0.2962, 1.1627, -0.3600, -0.1791, -0.2195, -0.1979, -0.2134, -0.1019, -0.0196, -0.2581, -0.0719, -0.2086, -0.1458, -0.2594, -0.0804, 0.0445, 0.0830, 0.0930, 0.1231, 0.1145, 0.1189, 0.1212, 0.1029, 0.1011, 0.0858, 0.0252, 0.1034, 0.1151, 0.0761, 0.0815, 0.0813, 0.1334, 0.1416, 0.1302, 0.1182, 0.1260, 0.1063, 0.1103, 0.0764, 0.0674, 0.0791, 0.1605, 0.1209, 0.1131, 0.1321, 0.1262, 0.1214, 0.1212, 0.0705, 0.0770, 0.0810]}



[4]
{"formula": "C16H19BN6TeTi", "method": "ωB97M-V/def2-TZVPD", "gap_ev": [7.20, 7.43], "e_lumo_ev": [-0.2, -0.5], "relative_energy_kcal_mol": 24.7, "total_charge": 0, "spin_multiplicity": 3, "e_homo_ev": [-7.349, -7.961], "symbols": ["H", "N", "B", "N", "C", "Ti", "H", "C", "H", "C", "H", "C", "H", "H", "H", "N", "N", "N", "N", "C", "C", "H", "H", "C", "C", "C", "C", "H", "H", "H", "H", "H", "Te", "C", "C", "C", "C", "C", "C", "H", "H", "H", "H", "H"], "positions_angstrom": [[2.05170, 3.58797, -0.16756], [1.24663, 1.90472, -1.23210], [0.07942, 0.34673, -2.95233], [0.57387, 1.75275, -2.40993], [0.59383, 2.94000, -3.06322], [2.62882, 0.85758, -0.34937], [0.20508, 3.04122, -4.06727], [1.18314, 3.89635, -2.23457], [1.30729, 4.94654, -2.43359], [1.59705, 3.23600, -1.08858], [0.16266, 0.44140, -4.16398], [-2.10373, -2.08698, 2.60675], [-1.84138, -3.10225, 2.90990], [-1.67713, -1.88035, 1.62266], [-3.19134, -2.00984, 2.54955], [-1.45851, -0.08046, -2.75232], [1.21821, -0.67633, -2.55538], [-2.08423, -0.32778, -1.54257], [1.91513, -0.62713, -1.38191], [-2.36765, -0.27442, -3.76094], [1.79502, -1.60929, -3.34898], [-2.09413, -0.13756, -4.79320], [1.47357, -1.76594, -4.36493], [-3.59339, -0.64938, -3.20391], [2.80832, -2.24630, -2.63145], [-3.35704, -0.66452, -1.80391], [2.88318, -1.61859, -1.39632], [-4.51517, -0.87720, -3.69888], [3.41786, -3.06607, -2.95259], [-4.08398, -0.90661, -1.03529], [3.46871, -1.83642, -0.51247], [-1.73611, -1.40578, 3.30071], [3.06975, 0.77423, 2.15680], [1.43322, 0.39757, 3.49853], [1.33527, -0.88338, 4.07946], [0.54014, -1.05819, 5.22476], [-0.11869, 0.04668, 5.78892], [-0.00748, 1.32326, 5.21735], [0.79164, 1.50820, 4.07822], [1.93862, -1.70049, 3.68219], [0.46587, -2.05145, 5.68675], [-0.70481, -0.08669, 6.69871], [-0.51371, 2.18337, 5.67113], [0.98427, 2.50333, 3.67857]], "lowdin_charge": [0.1005, -0.1331, -0.4065, 0.0062, -0.0399, 0.4491, 0.1295, -0.0569, 0.0987, -0.1242, 0.1089, -0.0297, 0.0207, 0.0193, 0.0186, -0.0615, 0.0057, 0.0377, -0.1323, -0.1188, -0.0402, 0.0989, 0.1276, -0.0885, -0.0544, -0.1744, -0.1211, 0.0755, 0.0963, 0.0936, 0.0995, -0.0315, 0.7807, -0.6089, -0.1658, -0.1010, -0.1015, -0.0917, -0.1632, 0.0869, 0.1059, 0.0983, 0.1032, 0.0840]}



[5]
{"formula": "C2H2F3NO2S", "method": "ωB97M-V/def2-TZVPD", "gap_ev": 10.33, "e_lumo_ev": -1.1, "relative_energy_kcal_mol": 8.3, "total_charge": 0, "spin_multiplicity": 1, "e_homo_ev": -11.477, "symbols": ["C", "C", "N", "O", "O", "F", "F", "F", "S", "H", "H"], "positions_angstrom": [[1.33516, 0.04922, -0.23015], [-1.46372, -0.95045, -0.77223], [1.71553, 0.92869, -0.89215], [-0.46015, 0.42624, 1.87743], [1.71591, 1.43197, 2.22881], [-2.82208, -0.89375, -0.75511], [-1.08621, -0.46040, -1.92353], [-1.11447, -2.21008, -0.48606], [0.96433, 0.23098, 2.18565], [2.04949, 1.81572, -1.19579], [-0.83381, -0.36814, -0.03688]], "lowdin_charge": [-0.0725, -0.5309, 0.1591, -0.4640, -0.4280, 0.1017, 0.1206, 0.1038, 0.8275, 0.1022, 0.0805]}



| no. | electronic energy (hartree) |
| --- | --- |
| 1 | -891.32955 |
| 2 | -438.65509 |
| 3 | -4137.53227 |
| 4 | -2091.94650 |
| 5 | -980.36141 |